Entry 1:
C2H4BrFO | ωB97M-V/def2-TZVPD

Last column: Mulliken charge in e.
Geometry (Å):
C  1.1666  0.5606  -0.1321  -0.506
C  -0.8703  -1.1389  -0.1161  -0.021
O  0.6694  1.4135  0.8229  -0.390
F  -1.3271  -1.5474  -1.2772  -0.184
Br  -2.2311  -0.0158  0.7513  -0.151
H  1.0480  0.8348  -1.1044  0.341
H  2.0297  0.2196  0.2590  0.315
H  -0.4357  -2.0192  0.5138  0.253
H  -0.0496  1.6927  0.2829  0.342

Summary:
Spin multiplicity: 1
E: -76941.859 eV
Kohn-Sham gap (spin up / spin down): 8.1 / 9.1 eV
Energy relative to the best compared isomer or geometry (same formula, charge and spin): 450.68 kJ/mol

Entry 2:
C6H10 | ωB97M-V/def2-TZVPD

Last column: Mulliken charge in e.
Geometry (Å):
C  -1.3855  -0.6037  1.5178  -1.123
C  -0.5823  0.2023  0.5101  0.178
C  1.3606  0.6710  0.3978  -0.753
C  1.1824  0.8530  -0.9733  -0.247
C  0.6936  -0.3829  -1.6289  -0.501
C  -0.5689  -0.2923  -0.8324  -0.509
H  -1.9703  0.0224  2.1994  0.301
H  -2.0600  -1.2935  0.9931  0.364
H  -0.7212  -1.2291  2.1277  0.235
H  -0.6552  1.2664  0.7088  0.317
H  1.5529  1.5219  1.0479  0.340
H  1.8057  -0.2633  0.7435  0.250
H  1.0268  1.8255  -1.4272  0.309
H  1.3033  -1.2814  -1.4386  0.209
H  0.5111  -0.3025  -2.7053  0.288
H  -1.4931  -0.7138  -1.2404  0.342

Summary:
Spin multiplicity: 1
E: -6379.942 eV
Kohn-Sham gap: 8.2 eV
Energy relative to the best compared isomer or geometry (same formula, charge and spin): 377.98 kJ/mol

Entry 3:
C18H20ClFN4O4 | ωB97M-V/def2-TZVPD

Last column: Mulliken charge in e.
Geometry (Å):
C  1.4312  -1.0889  0.8476  -0.810
C  1.2734  -0.4039  -0.5008  -0.669
C  0.3004  -1.1815  -1.4112  0.056
Cl  1.1388  -1.6849  -2.9297  -0.205
C  -0.9916  -0.4160  -1.7619  1.678
C  -1.5270  0.0254  -0.4894  -0.899
N  -1.8659  0.4921  0.5286  -0.703
C  -0.6488  0.8139  -2.5912  -1.878
N  -1.8311  1.5688  -3.0217  -0.148
C  -2.1681  2.7062  -2.1628  -1.007
C  -2.0285  -1.3319  -2.4521  1.872
F  -1.8560  -2.6151  -2.0607  -0.478
C  -1.7580  -1.3136  -3.9031  -0.362
N  -1.5809  -1.1951  -5.0534  -0.616
C  -3.4897  -0.9170  -2.2969  -1.201
C  -4.2245  -1.5378  -1.1192  0.873
C  -4.7866  -0.5953  -0.1160  -1.339
N  -4.4439  -2.7700  -0.9748  -0.833
H  1.6771  -2.1272  0.6675  0.388
H  0.5063  -1.0571  1.4023  0.294
H  2.2396  -0.6216  1.3978  -0.014
H  2.2462  -0.4345  -0.9582  0.461
H  0.9994  0.6314  -0.3796  0.226
H  0.0615  -2.0948  -0.9102  0.774
H  -0.0239  1.4583  -1.9931  0.454
H  -0.0738  0.5488  -3.4594  0.774
H  -1.6736  1.9178  -3.9493  0.294
H  -1.8208  3.6487  -2.5723  0.344
H  -3.2408  2.7913  -2.0496  0.324
H  -1.7630  2.6061  -1.1701  0.342
H  -4.0043  -1.2549  -3.1835  0.642
H  -3.5990  0.1511  -2.2676  0.151
H  -4.1761  0.2776  0.0221  0.308
H  -5.7370  -0.2574  -0.5199  0.332
H  -5.0058  -1.1049  0.8025  0.370
H  -4.0269  -3.2834  -1.7507  0.295
C  5.7294  0.8985  3.3982  -0.868
C  4.5133  0.4501  2.8992  0.678
C  3.3657  0.3706  3.9326  0.689
O  2.2301  0.0471  3.5452  -0.738
C  3.6500  0.6638  5.2956  -0.870
C  4.8736  1.1000  5.8090  0.279
C  6.0040  1.2777  4.7541  0.375
O  7.1117  1.7283  5.0755  -0.754
O  5.1308  1.3573  7.0039  -0.791
O  4.2546  0.1156  1.7122  -0.815
H  6.5791  0.9925  2.7250  0.365
H  2.8086  0.5282  5.9718  0.359

Summary:
Spin multiplicity: 1
Charge: -2
E: -48378.943 eV
Kohn-Sham gap: 3.5 eV

Entry 4:
C31H79N6O14V | ωB97M-V/def2-TZVPD

Last column: Mulliken charge in e.
Geometry (Å):
O  -16.2628  14.0199  -13.1496  -0.474
V  -16.7449  13.6211  -14.6127  1.123
O  -18.1990  12.9386  -14.3703  -0.494
O  -15.2566  14.0065  -18.3724  1.680
C  -15.6741  13.7739  -17.1355  1.059
O  -15.1777  14.2180  -16.0905  -1.060
O  -16.7116  13.1383  -17.0021  -0.614
H  -15.9430  13.5834  -18.8935  -0.853
C  -18.6600  17.9479  -18.9680  -0.460
O  -17.6087  17.8639  -17.9750  -0.481
C  -16.3560  17.4283  -18.4702  0.618
C  -15.2213  17.8791  -17.5758  -0.232
N  -15.1692  17.3201  -16.2514  -0.047
C  -14.1963  18.0199  -15.3623  -1.030
C  -12.7125  17.8307  -15.8819  -0.466
O  -12.2006  16.5254  -15.8226  -0.300
C  -12.2791  15.8631  -14.5732  -0.791
H  -18.3136  18.2370  -19.9602  0.158
H  -19.5191  18.5881  -18.7676  0.370
H  -18.9952  16.9182  -19.0924  0.104
H  -16.1885  17.8171  -19.4747  0.282
H  -16.3823  16.3443  -18.5813  -0.838
H  -15.3797  18.9543  -17.4924  0.527
H  -14.3441  17.7528  -18.2104  0.012
H  -14.8601  16.3708  -16.4041  -0.022
H  -14.3487  17.5988  -14.3685  0.396
H  -14.3814  19.0878  -15.2469  0.458
H  -12.0442  18.5661  -15.4340  0.464
H  -12.6432  18.1779  -16.9128  0.315
H  -11.7877  14.8939  -14.6599  0.272
H  -13.2985  15.8192  -14.1898  0.197
H  -11.6760  16.4566  -13.8860  0.372
C  -19.5313  10.3850  -22.7922  -0.834
O  -18.5927  10.8347  -21.8597  -0.292
C  -17.9086  12.0505  -22.2301  -0.903
C  -16.8837  12.3608  -21.1434  -0.661
N  -17.3020  13.2603  -20.0917  0.161
C  -17.6749  14.6178  -20.4640  -0.585
C  -16.7485  15.4080  -21.4839  -0.520
O  -17.1893  16.7167  -21.7090  -0.265
C  -16.5670  17.3703  -22.7357  -0.694
H  -19.0405  10.1443  -23.7351  0.340
H  -20.3613  11.0730  -22.9530  0.290
H  -19.8066  9.4075  -22.3963  0.252
H  -18.6656  12.8269  -22.3406  0.329
H  -17.2887  11.9616  -23.1222  0.463
H  -16.0035  12.7173  -21.6783  0.583
H  -16.5834  11.4576  -20.6123  0.264
H  -18.0341  12.8201  -19.5529  -0.195
H  -17.8223  15.1937  -19.5503  0.261
H  -18.6460  14.5863  -20.9581  0.567
H  -16.6692  14.8625  -22.4243  0.779
H  -15.7083  15.2512  -21.1987  -0.015
H  -16.8529  18.4208  -22.6819  0.305
H  -16.8454  17.0216  -23.7301  0.310
H  -15.4833  17.2563  -22.7100  -0.043
C  -16.1055  10.6906  -13.0489  -0.902
O  -15.6539  11.5029  -14.1268  0.084
C  -14.5395  10.8903  -14.7645  -0.704
C  -14.9615  9.9219  -15.8536  -0.199
N  -13.8295  9.2156  -16.4150  -0.269
C  -14.1812  8.2133  -17.4330  -0.214
C  -12.9819  7.2399  -17.7399  -0.121
O  -13.4015  6.2110  -18.6124  -0.360
C  -12.2980  5.4095  -19.1020  -0.707
H  -16.7817  11.3630  -12.5209  0.283
H  -15.3257  10.4816  -12.3166  0.376
H  -16.6500  9.7917  -13.3380  0.298
H  -13.9363  10.3702  -14.0203  0.436
H  -13.9696  11.6929  -15.2327  -0.023
H  -15.4451  10.4709  -16.6617  0.064
H  -15.6788  9.1825  -15.4974  0.470
H  -13.3501  9.9546  -16.9091  0.524
H  -14.3637  8.7092  -18.3863  -0.092
H  -15.0842  7.6870  -17.1236  0.542
H  -12.5844  6.8259  -16.8132  0.404
H  -12.1673  7.8106  -18.1859  -0.160
H  -12.5827  4.7440  -19.9170  0.249
H  -11.8765  4.7996  -18.3029  0.291
H  -11.4851  6.0886  -19.3592  0.292
C  -13.6350  11.1284  -19.8038  -1.273
C  -12.2662  10.9668  -19.0145  1.015
C  -11.0934  11.7504  -19.6694  0.043
O  -9.8845  11.6821  -18.9269  -0.406
C  -9.3331  10.3924  -18.5171  -0.621
N  -12.4883  11.4835  -17.6512  -0.136
H  -13.6073  10.6770  -20.7956  0.671
H  -13.9501  12.1719  -19.8120  -0.023
H  -14.4501  10.5751  -19.3373  0.033
H  -12.0515  9.9005  -19.0844  -0.156
H  -11.2898  12.8074  -19.8493  -0.794
H  -10.8982  11.4016  -20.6835  0.556
H  -10.0601  9.7682  -17.9976  0.217
H  -8.4056  10.5166  -17.9582  0.257
H  -8.9142  9.9392  -19.4155  0.301
H  -11.5667  11.5852  -17.2506  0.314
H  -12.7635  12.4445  -17.7949  -0.537
C  -20.5924  13.7823  -17.2565  -1.419
C  -20.5197  12.2883  -16.9611  0.842
C  -21.7719  11.5572  -17.4456  -0.944
O  -22.9745  11.7989  -16.6721  -0.323
C  -24.1518  11.3016  -17.2576  -0.805
N  -19.3109  11.8080  -17.6716  -0.347
H  -21.4574  14.1966  -16.7385  0.503
H  -20.6278  14.0138  -18.3210  0.190
H  -19.7168  14.3051  -16.8717  0.286
H  -20.3102  11.9930  -15.9331  0.240
H  -21.5731  10.4866  -17.4936  0.385
H  -21.9177  11.8678  -18.4802  0.335
H  -24.9226  11.4510  -16.5015  0.265
H  -24.1508  10.2160  -17.3553  0.327
H  -24.4104  11.6302  -18.2642  0.314
H  -18.5213  12.4243  -17.5425  -0.147
H  -19.0411  10.9021  -17.3157  0.249
C  -10.3616  15.6836  -18.8253  -1.901
C  -11.9130  15.6805  -19.0307  0.820
C  -12.4327  15.4616  -20.4270  0.174
O  -11.8727  16.3619  -21.3836  -0.489
C  -12.4565  16.2143  -22.7023  -0.084
N  -12.3794  14.6450  -18.1197  0.182
H  -9.9788  16.5427  -19.3762  0.466
H  -9.9172  14.7682  -19.2161  0.237
H  -10.0821  15.6572  -17.7721  0.379
H  -12.2227  16.6601  -18.6668  -0.171
H  -13.5056  15.6250  -20.3258  -0.267
H  -12.2210  14.4164  -20.6528  0.430
H  -13.4970  16.5372  -22.7347  -0.271
H  -12.3323  15.2026  -23.0886  0.305
H  -11.9674  16.8428  -23.4465  0.348
H  -12.3238  15.0518  -17.1969  0.163
H  -13.3764  14.5166  -18.2177  -0.436

Summary:
Spin multiplicity: 1
E: -96715.140 eV
Kohn-Sham gap: 7.0 eV
Energy relative to the best compared isomer or geometry (same formula, charge and spin): 400.32 kJ/mol